Entry 1:
Below is a structure of composition C19H26BrClNO6Si2V, with properties calculated with ωB97M-V/def2-TZVPD.

The value obtained for the energy above the lowest of the compared OMol25 structures with the same formula, charge and spin is 1.0992 eV. Its LUMO energy is -7.7 eV. As for the gap between HOMO and LUMO: 7.80 eV. The HOMO energy comes out at -15.55 eV. The net charge is +2.

Atoms and positions in Å:
V 0.4911 0.0297 -0.6884
C -2.2419 -0.5226 -3.2113
Si -2.3924 0.8103 -1.9233
C -4.1842 0.9658 -1.4639
C -1.6940 2.4635 -2.3995
C -1.3909 0.2038 -0.3099
C -1.3021 -1.3198 -0.3059
C -2.3193 -2.1879 0.0763
C -2.0812 -3.5461 -0.0118
C -0.8470 -4.0303 -0.4521
C 0.1334 -3.1338 -0.7957
N -0.1180 -1.8174 -0.7249
Si -1.7937 0.9695 1.4490
C -1.0593 -0.1744 2.7367
C -3.6169 1.0705 1.7869
C -1.0399 2.6718 1.3926
H -2.7492 -0.1579 -4.1088
H -2.7718 -1.4268 -2.9029
H -1.2282 -0.7898 -3.5019
H -4.7369 1.0442 -2.4049
H -4.3966 1.8629 -0.8859
H -4.5825 0.1006 -0.9330
H -2.1337 2.7690 -3.3521
H -0.6121 2.4911 -2.5251
H -1.9644 3.2178 -1.6582
H -3.2678 -1.7965 0.4149
H -2.8609 -4.2438 0.2658
H -0.6574 -5.0912 -0.5247
H 1.1110 -3.4328 -1.1465
H -1.8504 -0.7910 3.1674
H -0.6445 0.4218 3.5531
H -0.2722 -0.8390 2.3816
H -4.1562 0.1437 1.5865
H -4.1170 1.8827 1.2644
H -3.7164 1.2635 2.8596
H -0.0553 2.7015 0.9223
H -0.9347 3.0654 2.4062
H -1.6892 3.3602 0.8482
O 1.7249 1.4722 -1.3785
Cl 1.9046 0.9747 -2.8091
O 1.5423 1.9696 -3.7195
O 3.1904 0.4422 -2.9759
O 0.8836 -0.1261 -2.7297
Br 5.6597 2.6986 1.7274
C 5.3306 0.8624 1.6907
C 6.3850 -0.0302 1.6547
C 6.1346 -1.3945 1.6285
C 4.8334 -1.9032 1.6347
C 3.7651 -1.0437 1.6572
C 4.0106 0.3435 1.6850
C 2.9920 1.2907 1.7984
O 2.3678 2.2027 1.9885
O 1.2279 0.1395 0.6998
H 7.3987 0.3447 1.6494
H 6.9733 -2.0783 1.6066
H 4.6707 -2.9713 1.6292
H 2.7475 -1.4018 1.6818

Force components x, y, z for each atom (eV/Å):
0.12 0.42 0.14
0.00 0.00 -0.03
-0.01 0.04 0.04
-0.02 -0.01 0.01
0.03 0.00 0.02
0.28 -0.20 0.00
-0.10 0.06 -0.04
0.03 0.02 0.00
-0.02 -0.03 0.01
0.01 -0.02 0.00
-0.04 0.00 -0.02
-0.11 -0.01 -0.02
0.03 0.02 -0.09
0.02 -0.02 0.00
-0.04 0.01 0.02
0.01 0.01 0.01
0.01 -0.01 -0.01
0.01 -0.01 0.01
-0.01 0.00 -0.02
0.00 0.01 0.00
-0.01 -0.01 0.00
0.00 0.00 0.00
0.00 0.01 0.00
0.00 0.01 -0.03
0.00 0.01 0.00
0.00 0.01 0.00
0.00 0.00 0.00
0.00 0.00 0.00
0.01 0.03 0.00
0.01 -0.02 0.00
0.00 -0.01 0.01
0.01 0.02 0.01
0.00 0.00 0.00
-0.01 0.00 -0.01
-0.01 0.01 0.00
0.01 0.01 0.01
-0.01 0.01 0.00
0.01 0.00 -0.01
-0.16 0.02 0.09
0.14 0.07 -0.10
-0.08 -0.14 0.05
-0.14 0.08 0.11
0.07 -0.22 -0.01
-0.01 -0.01 0.00
-0.02 0.03 -0.06
0.01 -0.05 0.00
0.00 0.04 0.00
0.00 -0.01 0.00
-0.04 0.01 0.08
0.08 -0.02 -0.01
0.57 0.25 0.21
-0.24 -0.03 -0.01
-0.38 -0.36 -0.33
0.00 0.00 0.00
0.00 0.00 0.00
0.00 0.00 0.00
0.01 -0.02 -0.01



Entry 2:
Below is the molecule C19H26Cl2N2O5 in a non-equilibrium geometry, with properties calculated with ωB97M-V/def2-TZVPD.

The value obtained for the energy above the lowest of the compared OMol25 structures with the same formula, charge and spin is 17.3967 eV. Its LUMO energy is 0.7 eV. As for the gap between HOMO and LUMO: 8.62 eV. The HOMO energy comes out at -7.91 eV. The net charge is 0. Its SMILES is CCOC(=O)[C@@H](NC(C)=O)[C@@H](OC(C)=O)c1cccc(N(CCCl)CCCl)c1.

Atoms and positions in Å:
C 2.0812 -3.2267 2.0457
C 1.2474 -2.5607 3.1356
O -0.0065 -1.9800 2.3954
C 0.1235 -0.5907 2.1642
O 1.0925 0.2746 2.2432
C -1.2559 -0.3893 1.6527
N -1.2618 1.0486 1.3924
C -2.4707 1.8749 1.6705
C -2.1134 3.2090 1.1994
O -3.2645 1.3192 2.2377
C -1.7230 -1.0217 0.5041
O -3.0355 -1.0544 0.3075
C -4.0658 -1.6611 1.3173
C -5.5170 -1.1335 1.1752
O -3.5898 -2.3660 2.0826
C -1.1161 -0.7544 -0.6963
C -1.7284 0.0206 -1.7021
C -1.1034 0.3636 -2.8364
C 0.3702 0.5290 -2.9021
C 0.9860 -0.0764 -2.0137
N 2.4196 -0.0986 -1.8383
C 3.1251 0.3688 -3.1435
C 3.1604 1.6304 -3.7663
Cl 4.7508 2.4704 -3.3088
C 3.1373 0.2564 -0.5422
C 3.0852 2.0336 -0.1219
Cl 1.2940 2.6535 -0.2144
C 0.3658 -0.5440 -0.7617
H 2.4187 -2.6660 1.1722
H 1.3284 -4.1992 1.6001
H 2.9027 -3.6502 2.4357
H 1.0142 -3.3165 3.9846
H 1.9256 -1.7187 3.4474
H -2.0875 -0.3864 2.5154
H -0.4124 1.6605 1.1021
H -1.5640 3.7807 1.6784
H -1.9536 3.3326 0.2954
H -3.1761 3.7773 1.3687
H -1.5233 -2.0575 0.6042
H -5.3774 -0.3539 1.5833
H -5.8276 -1.8555 1.7006
H -5.6247 -1.2228 0.1190
H -2.8495 -0.3583 -1.8212
H -1.8163 0.7238 -3.7114
H 0.5435 0.9724 -3.9595
H 4.0368 -0.0993 -2.9939
H 2.6086 -0.4598 -3.8947
H 3.0866 1.7293 -4.6855
H 2.3530 2.3979 -3.2826
H 4.0469 -0.0668 -0.8908
H 2.8020 -0.0211 0.2574
H 3.6580 2.4515 -0.9705
H 3.5857 1.9954 0.7754
H 0.9145 -0.9846 -0.1057

Force components x, y, z for each atom (eV/Å):
-5.49 -2.42 -2.41
0.55 0.52 -1.34
4.64 1.29 2.79
2.39 -0.08 0.07
-4.48 -5.35 0.19
-0.57 7.53 4.69
-0.50 4.38 -0.97
11.71 -0.99 -3.98
-11.76 -1.85 4.06
-8.53 -2.41 4.36
-0.87 -6.65 0.59
-7.71 1.22 0.48
2.60 3.41 -3.97
4.95 -7.02 -8.43
0.66 -2.70 2.97
8.11 5.71 -3.85
-4.30 -4.35 -0.72
0.41 2.67 -2.23
-8.44 3.27 -9.28
5.82 -3.00 10.33
0.02 1.83 -1.24
-3.47 -7.25 0.69
-0.77 5.29 10.00
-0.27 -0.05 -0.38
-0.14 7.13 -10.10
-1.22 -3.39 -4.67
2.46 -0.48 0.33
-7.30 0.53 -5.93
-0.56 0.49 0.27
2.45 2.78 1.06
2.96 -1.77 1.61
-0.20 1.68 -1.60
-1.43 -0.44 0.38
2.07 -0.90 -1.48
-1.74 -2.40 0.63
5.77 4.46 5.25
1.63 0.27 -8.76
2.14 -0.82 -0.60
1.03 -1.85 0.82
0.53 11.18 5.07
-4.22 -4.99 3.92
-1.05 0.59 -0.63
2.00 1.86 0.31
1.96 -0.68 1.72
0.98 -0.82 2.28
2.30 -0.33 -0.17
1.16 2.22 1.41
-0.53 0.27 -8.63
1.75 -1.92 -1.15
2.90 -0.18 0.59
-3.90 -4.33 8.38
-0.59 0.44 0.89
0.40 0.86 2.38
3.67 -2.49 4.00



Entry 3:
Below is the molecule C19H26ClNO3, with properties calculated with ωB97M-V/def2-TZVPD.

The value obtained for the energy above the lowest of the compared OMol25 structures with the same formula, charge and spin is 0.0383 eV. Its LUMO energy is 0.8 eV. As for the gap between HOMO and LUMO: 9.06 eV. The HOMO energy comes out at -8.31 eV. The net charge is 0. Its SMILES is CCOC(=O)C1(CC2CC2)CCN(Cc2ccc(O)c(Cl)c2)CC1.

Atoms and positions in Å:
C 5.5076 1.0867 -0.4595
C 4.5580 1.7579 0.5223
O 3.4657 0.9018 0.8580
C 2.4376 0.8614 0.0055
O 2.3769 1.5322 -0.9927
C 1.3536 -0.1000 0.4896
C 2.0024 -1.4514 0.8376
C 2.7376 -2.0779 -0.3262
C 2.1072 -3.1764 -1.1289
C 3.2441 -3.4838 -0.2029
C 0.7294 0.5149 1.7612
C -0.3436 1.5259 1.3831
N -1.4933 0.8528 0.7951
C -2.3203 1.7768 0.0409
C -3.6598 1.1715 -0.2803
C -4.2537 1.3290 -1.5247
C -5.4912 0.7780 -1.7986
C -6.1680 0.0440 -0.8309
O -7.3737 -0.4911 -1.1178
C -5.5602 -0.1132 0.4161
Cl -6.4018 -1.0365 1.6355
C -4.3289 0.4415 0.6944
C -1.1186 -0.3386 0.0410
C 0.2681 -0.2362 -0.5904
H 6.3672 1.7278 -0.6321
H 5.0014 0.9159 -1.4065
H 5.8477 0.1338 -0.0606
H 5.0559 1.9663 1.4717
H 4.1643 2.6857 0.0944
H 1.2242 -2.1350 1.1839
H 2.7026 -1.2909 1.6617
H 3.3685 -1.3839 -0.8686
H 2.2862 -3.2091 -2.1931
H 1.1225 -3.5171 -0.8452
H 4.2052 -3.7284 -0.6282
H 3.0241 -4.0212 0.7072
H 1.5036 0.9953 2.3605
H 0.2771 -0.2715 2.3666
H -0.6904 2.0619 2.2742
H 0.0939 2.2688 0.6939
H -2.4773 2.6593 0.6721
H -1.8314 2.1176 -0.8885
H -3.7446 1.8912 -2.2934
H -5.9565 0.8995 -2.7635
H -7.6953 -0.9646 -0.3340
H -3.8690 0.3058 1.6599
H -1.1491 -1.1967 0.7223
H -1.8708 -0.5104 -0.7312
H 0.3038 0.6405 -1.2405
H 0.4613 -1.1099 -1.2104

Force components x, y, z for each atom (eV/Å):
-0.35 0.04 0.22
0.35 0.33 -0.28
0.09 -0.20 0.26
-0.37 -0.06 -0.11
0.15 0.09 -0.09
0.03 -0.12 0.07
0.16 0.12 -0.16
-0.08 0.04 0.24
-0.04 -0.04 -0.18
0.14 -0.03 0.00
-0.07 0.25 -0.10
0.02 0.08 0.32
-0.01 0.16 0.01
0.01 -0.02 0.13
-0.07 0.01 -0.02
-0.01 -0.04 0.15
-0.26 -0.15 0.08
0.29 0.09 0.18
-0.20 -0.12 0.02
-0.06 0.01 -0.05
0.01 0.01 -0.03
-0.02 0.08 -0.17
0.17 -0.28 -0.07
-0.19 0.15 0.01
0.12 0.05 -0.03
0.01 -0.01 -0.08
0.08 -0.07 0.02
-0.09 0.00 -0.10
0.08 -0.11 0.15
-0.07 -0.02 0.07
-0.09 -0.06 0.04
0.09 -0.06 -0.11
0.06 0.01 -0.07
-0.10 0.03 0.10
0.05 0.02 -0.08
-0.08 0.00 0.11
-0.04 -0.07 0.06
0.02 -0.08 0.05
0.12 0.07 -0.10
-0.02 0.01 0.02
0.10 0.02 -0.09
-0.03 0.03 0.04
0.08 0.05 -0.09
-0.06 0.01 -0.13
0.04 0.08 -0.16
0.02 -0.07 0.13
-0.05 -0.09 -0.13
0.04 -0.08 0.07
-0.01 -0.08 -0.03
0.02 0.01 -0.07



Entry 4:
Below is a structure of composition C19H26CrN4O12P, with properties calculated with ωB97M-V/def2-TZVPD.

The value obtained for the energy above the lowest of the compared OMol25 structures with the same formula, charge and spin is 0.0000 eV. Its LUMO energy (alpha / beta) is -1.1 / -0.6 eV. As for the gap between HOMO and LUMO (alpha / beta): 8.65 / 8.72 eV. The HOMO energy (alpha / beta) comes out at -9.78 / -9.28 eV. The net charge is 0. Its spin multiplicity is 2.

Atoms and positions in Å:
Cr 0.7015 1.0233 0.5552
C 2.1752 2.4604 -2.7127
C 2.9384 2.0216 -1.5169
N 2.4425 1.4922 -0.4136
C 3.4934 1.2497 0.4338
C 4.6504 1.6225 -0.1637
N 4.2793 2.1086 -1.3927
C 6.0790 1.6217 0.2303
O 6.3619 1.1405 1.4248
O 6.9023 2.0582 -0.5363
C 3.1877 0.6302 1.7416
O 4.0792 0.3852 2.5393
O 1.9212 0.3901 1.9108
H 1.1234 2.2276 -2.5720
H 2.5287 1.9519 -3.6096
H 2.2769 3.5355 -2.8640
H 4.9429 2.4812 -2.0562
H 5.5445 0.8366 1.9037
O -2.3744 5.7879 -0.5753
C -2.7566 4.8273 -1.4082
O -3.6241 4.9814 -2.2274
C -2.0566 3.5194 -1.2897
C -2.3397 2.4114 -2.0605
N -1.4951 1.4310 -1.6861
N -0.6900 1.8479 -0.7086
C -1.0114 3.0974 -0.4543
C -0.2388 3.6798 0.6774
O -0.4209 4.8274 1.0381
O 0.6084 2.8312 1.1858
H -1.6446 5.4982 0.0271
H -3.0712 2.2812 -2.8398
H -1.4677 0.4572 -1.9572
C -3.9434 -0.1533 0.2339
C -3.3725 -1.5581 0.1748
C -3.4028 -2.2295 1.5363
C -4.0668 -2.4097 -0.8689
O -1.9825 -1.4532 -0.3195
P -0.7218 -1.1031 0.5571
O -0.9151 0.0908 1.4597
O 0.3998 -0.6847 -0.4239
O -0.3712 -2.3692 1.3813
C 0.5293 -3.4871 1.0531
C 0.1877 -4.0053 -0.3300
C 1.9555 -2.9817 1.1487
C 0.2287 -4.5188 2.1241
H -4.9388 -0.1871 0.6794
H -4.0382 0.2704 -0.7674
H -3.3161 0.4984 0.8418
H -4.4447 -2.3748 1.8243
H -2.9226 -1.6230 2.3058
H -2.9138 -3.2025 1.5047
H -5.1359 -2.4570 -0.6569
H -3.6685 -3.4245 -0.8733
H -3.9327 -1.9789 -1.8617
H 0.2942 -3.2277 -1.0888
H -0.8318 -4.3924 -0.3614
H 0.8724 -4.8159 -0.5834
H 2.1819 -2.2695 0.3552
H 2.6345 -3.8319 1.0577
H 2.1249 -2.4989 2.1107
H -0.8355 -4.7545 2.1346
H 0.5152 -4.1476 3.1074
H 0.7848 -5.4351 1.9215

Force components x, y, z for each atom (eV/Å):
0.14 -0.27 0.35
-0.01 0.01 0.01
0.10 -0.03 0.08
0.00 0.01 -0.11
-0.19 -0.16 -0.05
0.16 0.13 -0.11
-0.07 0.02 -0.02
0.13 0.00 0.18
0.14 0.12 -0.30
0.01 -0.02 -0.04
-0.48 -0.03 0.08
0.11 -0.11 0.11
0.35 0.13 -0.13
-0.01 0.00 0.00
0.01 0.00 0.00
0.00 0.00 0.00
0.01 -0.02 0.01
-0.17 -0.09 0.17
-0.03 -0.11 -0.16
-0.02 0.11 0.07
-0.02 0.02 -0.01
-0.04 0.02 -0.08
0.02 -0.07 -0.09
0.03 0.08 0.09
-0.35 -0.11 -0.34
0.08 -0.03 0.13
0.25 -0.11 0.18
0.01 0.08 0.03
-0.22 0.19 -0.33
0.02 0.03 0.13
-0.01 0.00 0.01
0.00 0.03 0.00
-0.13 0.05 0.00
0.20 -0.01 0.03
-0.08 -0.03 0.09
-0.08 0.00 -0.04
-0.07 0.05 -0.20
0.17 0.20 -0.05
-0.15 -0.08 0.07
0.01 0.18 0.14
0.05 -0.15 0.23
-0.10 0.18 0.00
0.04 -0.10 -0.13
0.15 -0.11 -0.02
0.04 -0.05 -0.01
0.00 0.02 -0.03
0.02 0.00 0.01
0.01 -0.04 0.02
0.00 -0.01 0.01
0.02 0.03 -0.05
-0.01 0.00 -0.02
0.01 -0.01 0.01
0.02 0.01 0.01
-0.01 0.01 0.01
0.03 -0.01 0.06
-0.01 0.01 0.01
-0.03 -0.02 -0.01
-0.05 -0.02 0.01
0.03 0.03 0.01
-0.01 0.00 0.00
0.00 -0.01 -0.01
-0.01 0.03 -0.01
0.01 0.02 0.01